DFT (the ωB97M-V functional and the def2-TZVPD basis) results for a cluster of 12 separate species, C32H90F6N7O13P in total in a non-equilibrium geometry.

XYZ file:
```
149
C32H90F6N7O13P the ωB97M-V functional and the def2-TZVPD basis
P 0.16483 0.19721 0.11439
F 1.17390 -0.69908 1.03929
F 0.73020 -0.44354 -1.28618
F -0.99892 -0.96350 0.26625
F -0.86607 1.13133 -0.80473
F -0.25602 0.90067 1.51034
F 1.35094 1.26831 -0.01776
O -2.30663 -4.14612 0.21102
C -1.63046 -5.26391 0.12382
O -0.43100 -5.16800 -0.18128
O -2.07742 -6.38187 0.47010
H -1.58570 -3.57361 -0.06117
C -4.68406 -1.75799 -0.18573
C -4.67779 -0.94118 1.12663
C -5.71720 -1.43961 2.19786
O -7.00618 -1.44127 1.65960
C -8.03547 -2.12713 2.41013
N -3.37575 -0.89091 1.73469
H -5.67997 -1.57936 -0.59114
H -4.49475 -2.81864 -0.02056
H -3.99420 -1.42097 -0.95943
H -4.85674 0.09391 0.83565
H -5.61486 -0.90298 3.14108
H -5.50117 -2.46150 2.50958
H -7.68999 -3.09569 2.77155
H -8.94016 -2.21410 1.80840
H -8.37090 -1.73943 3.37204
H -2.76540 -0.62193 0.97625
H -3.07303 -1.80961 2.02529
C -0.10046 -1.72638 -5.48716
C 0.00082 -0.26016 -5.86764
C 1.00139 0.63653 -5.10713
O 0.92526 1.97233 -5.55947
C 1.94886 2.86064 -5.03780
N 0.26318 -0.26684 -7.29977
H -0.85199 -2.27931 -6.05069
H -0.48664 -1.72818 -4.46786
H 0.86519 -2.21025 -5.34050
H -0.96667 0.20344 -5.67497
H 1.98200 0.18587 -5.26010
H 0.78818 0.65050 -4.03828
H 2.98445 2.62656 -5.28452
H 1.80797 2.98079 -3.96365
H 1.78936 3.84259 -5.48327
H 0.33604 0.72905 -7.45141
H 1.20455 -0.60044 -7.45022
C -2.93619 3.24320 1.98093
C -2.94780 2.39784 3.23799
C -2.77754 3.18838 4.55950
O -1.54082 3.90691 4.42160
C -1.18883 4.70839 5.52198
N -4.16597 1.61038 3.28864
H -1.97736 3.73637 1.82115
H -3.63988 4.07012 1.88549
H -2.93363 2.69405 1.03937
H -2.05564 1.77497 3.17328
H -2.69123 2.44659 5.35347
H -3.57858 3.88199 4.81512
H -1.76844 5.62559 5.62636
H -0.15075 5.03268 5.44897
H -1.33519 4.11141 6.42215
H -4.05489 0.87311 2.60732
H -4.23066 1.12152 4.17008
C 4.39357 2.87546 -0.09149
C 4.26128 2.44023 -1.59271
C 5.40937 2.78410 -2.51390
O 5.04993 2.30957 -3.82224
C 5.88746 2.68119 -4.88293
N 3.99847 0.99146 -1.63095
H 4.27565 3.92768 0.16738
H 5.30298 2.51392 0.38848
H 3.62043 2.40846 0.51864
H 3.35965 2.90665 -1.98971
H 6.35198 2.32898 -2.20984
H 5.60983 3.85487 -2.47680
H 5.84217 3.73609 -5.15356
H 5.61697 2.11625 -5.77499
H 6.89856 2.33280 -4.67223
H 3.12775 0.75736 -1.17581
H 3.83010 0.76399 -2.60049
C 2.12293 -3.77149 -2.30079
C 2.86879 -3.88319 -0.96408
C 4.24514 -3.30565 -0.88711
O 4.93566 -3.80102 0.21505
C 6.31020 -3.64021 0.12445
N 1.98519 -3.37779 0.06143
H 2.32557 -2.83240 -2.81573
H 1.05480 -3.97585 -2.22716
H 2.45317 -4.63111 -2.88396
H 2.98842 -4.91493 -0.63346
H 4.11955 -2.23042 -0.75983
H 4.77480 -3.46497 -1.82635
H 6.75007 -4.38791 0.78442
H 6.59702 -2.68622 0.56688
H 6.86614 -3.71499 -0.81013
H 1.07296 -3.80422 -0.01672
H 1.86358 -2.40289 -0.17281
C 4.56982 0.19028 2.53328
C 4.54862 -1.32334 2.23628
C 5.63375 -2.10877 3.07757
O 5.47512 -3.47511 2.91855
C 6.47901 -4.23431 3.56999
N 3.19879 -1.72364 2.65263
H 4.33689 0.34462 3.58685
H 3.81509 0.70011 1.93449
H 5.54940 0.65111 2.40620
H 4.68867 -1.54079 1.17741
H 5.55091 -1.74189 4.10062
H 6.58048 -1.78438 2.64562
H 6.58753 -4.00859 4.63083
H 7.45906 -4.14286 3.10175
H 6.21188 -5.29107 3.56688
H 2.53386 -1.16962 2.13202
H 3.02064 -1.26640 3.53540
C -8.13337 2.55691 -2.63329
C -7.55094 1.67545 -3.79955
C -6.22451 0.95111 -3.30111
O -5.20417 1.93805 -2.89384
C -4.17807 1.29236 -2.09549
N -8.53462 0.74475 -4.26370
H -8.42637 1.94931 -1.77709
H -9.01799 3.07248 -3.00708
H -7.35885 3.27225 -2.35669
H -7.27329 2.24096 -4.68905
H -5.83481 0.26887 -4.05662
H -6.44483 0.36305 -2.41019
H -3.52198 0.71486 -2.74673
H -4.71229 0.75877 -1.30937
H -3.56705 2.04352 -1.59498
H -8.69940 0.05828 -3.54140
H -9.40165 1.24132 -4.41130
C 1.06933 1.52906 4.52950
O 1.64294 0.26933 4.50344
H 0.05015 1.35950 4.87682
H 1.61379 2.17422 5.21902
H 1.04970 1.97074 3.53319
H 1.35332 -0.13372 5.32519
C 1.20596 4.15662 1.73725
O 1.05344 4.49542 3.10597
H 1.30837 5.00099 1.05558
H 2.11289 3.56562 1.60959
H 0.32995 3.56583 1.46955
H 0.15426 4.29328 3.37468
C -0.02112 -2.71489 3.13893
O 0.85293 -3.77704 2.83127
H -0.35976 -2.23333 2.22158
H -0.89891 -2.94687 3.74206
H 0.55939 -2.01051 3.73470
H 0.28953 -4.41501 2.38722
```

Calculated values
**Gap between HOMO and LUMO**: 0.214 Ha
**Energy**: -3575.2459 Ha
**E_LUMO**: 3.629 eV
**Total charge**: -2